14
Properties=species:S:1:pos:R:3:nbo_charge:R:1 method="wB97M-V/def2-TZVPD" lumo_ev=-6.0 e_above_lowest_kj_mol=162.60 e_tot_ha=-763.44208 molar_mass_da=129.6 total_charge=+1
C -0.246 1.466 0.161 0.19
C -1.911 0.001 -0.371 0.37
C 0.832 0.637 -0.053 -0.11
C 2.160 0.859 -0.010 -0.11
C 0.083 -1.306 0.045 -0.14
N -1.477 1.186 -0.180 -0.41
N -1.267 -1.075 0.075 -0.55
Cl 3.392 -0.323 -0.096 0.14
H -0.187 2.211 0.943 0.24
H -2.941 -0.063 -0.571 0.23
H 2.391 1.883 -0.170 0.24
H 0.406 -1.780 -0.854 0.23
H 0.581 -1.774 0.948 0.24
H -1.814 -1.923 0.132 0.44

***

13
Properties=species:S:1:pos:R:3:nbo_charge:R:1 method="wB97M-V/def2-TZVPD" lumo_ev=0.8 e_above_lowest_kj_mol=163.64 e_tot_ha=-344.53958 molar_mass_da=98.1 smiles="C#CCC.O=C=O"
C 0.184 -1.197 -1.376 -0.60
C 0.544 -1.096 0.110 -0.49
O 0.662 1.923 -0.470 -0.54
C -0.076 2.435 0.278 1.05
O -0.763 3.132 0.917 -0.53
C -0.843 0.576 1.593 -0.33
C -0.149 -0.109 0.896 0.05
H 0.618 -0.378 -1.960 0.22
H 0.553 -2.143 -1.787 0.21
H -0.901 -1.156 -1.505 0.21
H 1.627 -1.127 0.279 0.24
H -1.520 1.005 2.277 0.25
H 0.063 -1.865 0.748 0.25

***

9
Properties=species:S:1:pos:R:3:nbo_charge:R:1 method="wB97M-V/def2-TZVPD" lumo_ev=-0.1 e_above_lowest_kj_mol=38.87 e_tot_ha=-913.04568 molar_mass_da=104.2
C 0.432 0.199 -0.008 -0.27
C -0.615 1.310 -0.189 -0.49
C -1.836 0.478 0.221 -0.51
H -0.734 1.602 -1.247 0.25
H -0.443 2.193 0.512 0.23
H -2.752 0.563 -0.398 0.23
H -2.050 0.575 1.312 0.22
S 2.006 -0.006 0.052 0.09
S -0.875 -1.047 -0.072 0.26

***

89
Properties=species:S:1:pos:R:3:lowdin_charge:R:1 method="wB97M-V/def2-TZVPD" lumo_ev=-5.9 e_above_lowest_kj_mol=74.68 e_tot_ha=-3245.32825 molar_mass_da=787.7 total_charge=+2
Sc -0.260 0.034 -0.045 1.08
O 3.738 3.095 -1.917 0.07
C 2.645 3.536 -2.581 -0.27
C 2.779 4.368 -3.689 -0.01
C 1.672 4.792 -4.399 -0.05
C 0.399 4.392 -4.012 -0.07
C 0.262 3.576 -2.908 -0.02
C 1.366 3.135 -2.169 -0.10
C 1.101 2.245 -1.028 -0.42
O -0.148 1.941 -0.759 -0.19
N 2.081 1.768 -0.306 0.10
N 1.559 1.076 0.808 -0.05
C 2.268 1.210 1.856 -0.04
C 1.864 0.757 3.199 -0.26
C 2.844 0.374 4.106 0.00
C 2.467 0.030 5.395 -0.03
C 1.129 0.122 5.736 -0.03
C 0.226 0.537 4.764 -0.13
N 0.567 0.837 3.516 0.12
H 4.523 3.507 -2.297 0.12
H 3.772 4.680 -3.994 0.12
H 1.803 5.438 -5.257 0.12
H -0.471 4.722 -4.562 0.11
H -0.720 3.256 -2.590 0.11
H 3.208 1.753 1.764 0.15
H 3.883 0.353 3.804 0.12
H 3.206 -0.278 6.121 0.12
H 0.786 -0.100 6.737 0.12
H -0.824 0.647 5.014 0.11
C -1.200 -2.941 -1.019 -0.07
N -1.870 -1.652 -0.733 -0.10
C -2.606 -1.123 -1.896 -0.09
C -1.564 -0.581 -2.820 -0.30
N -0.372 -0.283 -2.365 0.10
C 0.377 0.097 -3.482 -0.19
C 1.723 0.440 -3.598 -0.01
C 2.183 0.761 -4.858 -0.05
C 1.340 0.736 -5.981 -0.05
C 0.013 0.371 -5.883 0.00
C -0.441 0.045 -4.611 -0.17
N -1.677 -0.398 -4.150 0.20
C 0.259 -2.926 -0.671 -0.31
N 0.962 -1.852 -0.391 0.06
C 2.286 -2.284 -0.242 -0.20
C 3.460 -1.566 -0.014 0.00
C 4.633 -2.288 0.069 -0.05
C 4.654 -3.684 -0.076 -0.06
C 3.503 -4.402 -0.329 0.00
C 2.327 -3.668 -0.415 -0.17
N 1.015 -4.042 -0.683 0.20
H -1.699 -3.760 -0.497 0.14
H -1.281 -3.154 -2.088 0.14
H -2.519 -1.781 0.036 0.12
H -3.217 -1.887 -2.386 0.14
H -3.277 -0.331 -1.556 0.13
H 2.376 0.468 -2.734 0.11
H 3.220 1.041 -4.987 0.12
H 1.745 0.999 -6.949 0.12
H -0.631 0.334 -6.751 0.12
H -2.488 -0.592 -4.714 0.18
H 3.456 -0.487 0.049 0.09
H 5.566 -1.766 0.233 0.11
H 5.598 -4.207 -0.004 0.12
H 3.524 -5.475 -0.468 0.12
H 0.696 -4.973 -0.898 0.18
O -3.234 -1.640 6.452 0.10
N -4.079 -1.397 5.613 -0.34
O -5.271 -1.529 5.740 0.14
C -3.593 -0.854 4.330 -0.07
C -4.296 0.158 3.793 0.09
C -3.831 0.797 2.601 -0.11
C -4.488 1.906 2.035 0.04
C -3.962 2.496 0.917 0.01
C -2.793 1.969 0.361 -0.07
N -2.171 0.910 0.858 0.05
C -2.669 0.333 1.980 -0.13
C -1.939 -0.774 2.554 -0.16
N -0.807 -1.167 1.918 0.05
C -0.090 -2.132 2.463 -0.09
C -0.470 -2.801 3.629 0.01
C -1.626 -2.437 4.265 0.04
C -2.387 -1.371 3.740 -0.07
H -5.201 0.501 4.277 0.15
H -5.390 2.287 2.497 0.14
H -4.425 3.361 0.465 0.13
H -2.327 2.426 -0.503 0.12
H 0.836 -2.396 1.968 0.12
H 0.153 -3.594 4.016 0.13
H -1.937 -2.941 5.168 0.13

***

98
Properties=species:S:1:pos:R:3:lowdin_charge:R:1 method="wB97M-V/def2-TZVPD" lumo_ev=2.1 e_above_lowest_kj_mol=0.00 e_tot_ha=-2191.70970 molar_mass_da=662.9 total_charge=-1
O 2.843 3.078 0.764 0.03
N 2.104 3.815 1.318 -0.09
O 1.684 4.853 0.508 -0.24
C 0.424 4.424 -0.190 -0.25
Al -1.164 5.642 0.263 0.26
C -2.728 4.685 1.153 -0.30
C -3.451 3.631 0.252 -0.25
C -2.419 2.555 -0.083 -0.27
C -1.957 2.385 -1.370 -0.06
C -0.985 1.428 -1.614 -0.09
C -0.506 0.685 -0.559 -0.12
C -0.984 0.838 0.725 -0.10
C -1.949 1.792 0.961 -0.07
H 0.645 4.482 -1.265 0.04
H 0.291 3.365 0.056 0.02
H -0.630 6.746 1.325 -0.11
H -1.662 6.428 -1.072 -0.11
H -2.347 4.187 2.059 0.02
H -3.503 5.389 1.499 0.04
H -4.332 3.198 0.747 0.09
H -3.751 4.105 -0.692 0.09
H -2.350 3.008 -2.168 0.12
H -0.619 1.321 -2.630 0.10
H 0.273 -0.059 -0.724 0.08
H -0.603 0.259 1.562 0.10
H -2.346 1.956 1.958 0.11
C -0.517 -3.150 -4.866 -0.11
C 0.101 -3.388 -3.646 -0.10
C 0.941 -2.429 -3.096 -0.09
C 1.157 -1.228 -3.758 -0.10
C 0.535 -0.988 -4.976 -0.10
C -0.298 -1.950 -5.532 -0.10
H -1.171 -3.898 -5.298 0.10
H -0.071 -4.321 -3.123 0.10
H 1.429 -2.617 -2.148 0.09
H 1.808 -0.480 -3.323 0.11
H 0.699 -0.051 -5.492 0.11
H -0.780 -1.764 -6.484 0.10
C 2.813 -1.992 1.293 -0.08
C 1.843 -2.827 0.754 -0.11
C 2.095 -4.185 0.612 -0.10
C 3.314 -4.710 1.018 -0.11
C 4.282 -3.876 1.560 -0.12
C 4.034 -2.517 1.693 -0.09
H 2.617 -0.932 1.400 0.11
H 0.889 -2.417 0.444 0.10
H 1.340 -4.835 0.186 0.10
H 3.509 -5.771 0.913 0.10
H 5.232 -4.286 1.880 0.10
H 4.792 -1.866 2.112 0.11
C 3.470 -4.326 7.239 -0.11
C 2.669 -3.280 6.802 -0.10
C 2.300 -3.199 5.466 -0.08
C 2.724 -4.170 4.568 -0.09
C 3.523 -5.217 5.006 -0.09
C 3.899 -5.294 6.341 -0.10
H 3.760 -4.387 8.281 0.10
H 2.332 -2.526 7.503 0.10
H 1.680 -2.380 5.123 0.10
H 2.433 -4.109 3.529 0.08
H 3.853 -5.975 4.306 0.10
H 4.526 -6.109 6.681 0.10
C -9.459 3.447 -1.480 -0.11
C -9.175 2.407 -0.605 -0.11
C -7.870 1.954 -0.466 -0.09
C -6.847 2.546 -1.195 -0.09
C -7.131 3.588 -2.067 -0.09
C -8.437 4.036 -2.213 -0.10
H -10.477 3.799 -1.591 0.09
H -9.972 1.949 -0.032 0.10
H -7.649 1.139 0.212 0.10
H -5.829 2.196 -1.082 0.09
H -6.333 4.050 -2.633 0.10
H -8.658 4.845 -2.897 0.10
C 2.500 -4.417 -6.984 -0.09
C 2.820 -3.410 -6.084 -0.08
C 4.078 -2.825 -6.117 -0.08
C 5.013 -3.240 -7.056 -0.10
C 4.691 -4.245 -7.959 -0.11
C 3.436 -4.837 -7.920 -0.10
H 1.519 -4.876 -6.955 0.10
H 2.091 -3.083 -5.359 0.05
H 4.329 -2.044 -5.410 0.10
H 5.993 -2.779 -7.085 0.10
H 5.420 -4.567 -8.693 0.10
H 3.187 -5.624 -8.621 0.10
C -0.737 3.161 4.751 -0.09
C -0.779 3.561 6.080 -0.10
C 0.379 4.000 6.709 -0.11
C 1.575 4.046 6.005 -0.10
C 1.614 3.649 4.675 -0.09
C 0.460 3.203 4.049 -0.08
H -1.640 2.818 4.261 0.09
H -1.714 3.532 6.626 0.09
H 0.348 4.307 7.748 0.09
H 2.477 4.393 6.494 0.09
H 2.545 3.688 4.123 0.09
H 0.493 2.891 3.014 0.08

***

17
Properties=species:S:1:pos:R:3:nbo_charge:R:1 method="wB97M-V/def2-TZVPD" lumo_ev=2.9 e_above_lowest_kj_mol=135.27 e_tot_ha=-1132.95659 molar_mass_da=276.1 total_charge=-1
C 1.339 -1.213 -0.579 0.78
C 1.305 0.692 0.985 -0.63
C -0.887 -0.406 0.251 -0.62
C 0.555 0.093 -0.207 -0.28
N 2.648 -0.206 -1.708 -1.14
O 0.913 -1.693 -1.785 -0.74
O 1.884 -1.930 0.245 -0.69
O 2.233 -1.441 -3.973 -0.96
S 2.501 -1.607 -2.566 1.60
I 4.511 0.274 -1.385 0.21
H 2.304 0.958 0.584 0.22
H 1.193 -0.100 1.708 0.22
H 0.775 1.648 1.125 0.18
H -0.756 -0.636 1.269 0.20
H -1.552 0.445 0.130 0.19
H -1.250 -1.156 -0.457 0.22
H 0.554 0.886 -0.962 0.22